Below is C18H24N2O2S in the gas phase, with properties calculated with the ωB97M-V functional and the def2-TZVPD basis.

Cartesian coordinates (Å):
C (1.116710, -6.164328, 3.229270)
C (1.179727, -6.224304, 1.708213)
C (2.456437, -5.566041, 1.178496)
O (2.525239, -4.185309, 1.472606)
C (1.796133, -3.298121, 0.749160)
C (1.874700, -1.970207, 1.180749)
C (1.214797, -0.967800, 0.505560)
C (0.447472, -1.264755, -0.619237)
C (-0.295465, -0.222616, -1.378910)
O (-1.385129, -0.423643, -1.882982)
N (0.367638, 0.952228, -1.513239)
C (-0.250056, 2.124774, -2.072183)
C (-0.358114, 3.255001, -1.032518)
C (-1.145924, 4.410760, -1.576742)
C (-0.912771, 5.736206, -1.362148)
C (-1.873914, 6.578423, -1.964146)
C (-2.829562, 5.880919, -2.626709)
S (-2.577156, 4.183567, -2.529401)
N (-0.845152, 2.735001, 0.244949)
C (-0.648522, 3.670184, 1.331681)
C (-2.206336, 2.234944, 0.227658)
C (0.341975, -2.588978, -1.025162)
C (1.012118, -3.599266, -0.361674)
H (1.180845, -5.131907, 3.564210)
H (1.942371, -6.720363, 3.667936)
H (0.182860, -6.588917, 3.588932)
H (0.308847, -5.715813, 1.290467)
H (1.163523, -7.262450, 1.371229)
H (3.326729, -5.993761, 1.684956)
H (2.565940, -5.738104, 0.100626)
H (2.467834, -1.755670, 2.056120)
H (1.267642, 0.045113, 0.878619)
H (1.237666, 1.080640, -1.022968)
H (-1.236413, 1.820324, -2.429298)
H (0.331143, 2.490479, -2.926731)
H (0.658948, 3.620294, -0.826930)
H (-0.073033, 6.103866, -0.798599)
H (-1.848318, 7.651828, -1.904772)
H (-3.673890, 6.254459, -3.171013)
H (-1.272635, 4.572391, 1.246130)
H (0.397714, 3.973898, 1.366707)
H (-0.894809, 3.169561, 2.267263)
H (-2.955631, 3.028365, 0.096503)
H (-2.326765, 1.499071, -0.562123)
H (-2.395111, 1.740829, 1.180347)
H (-0.274784, -2.818912, -1.880835)
H (0.914482, -4.611859, -0.720067)

Cartesian forces (eV/Å) of the 2 atoms listed first:
C -0.0729 0.0000 -0.2074
C 0.2919 0.2869 0.1158

Output
Spin multiplicity: 1
Electronic energy (eV): -36965.9514
HOMO energy (eV): -8.474
Relative energy (zero: lowest compared OMol25 entry of this formula, charge and spin) (kcal/mol): 45.9
SMILES string: CCCOc1ccc(C(=O)NC[C@@H](c2cccs2)N(C)C)cc1

Below is a molecular structure, C18H24N2O3S2 in a non-equilibrium geometry, with properties calculated with the ωB97M-V functional and the def2-TZVPD basis.

Cartesian coordinates (Å):
C (-2.500209, -2.575907, 0.135713)
H (-2.744734, -1.813692, -0.600248)
H (-3.394519, -2.804439, 0.711807)
H (-1.749230, -2.171464, 0.809904)
C (-1.978563, -3.833980, -0.552678)
C (-1.574704, -4.890880, 0.470747)
H (-1.274544, -5.810356, -0.026318)
H (-2.408164, -5.113923, 1.133421)
H (-0.737681, -4.543608, 1.071484)
H (-2.781028, -4.242881, -1.178047)
C (-0.802909, -3.504489, -1.495234)
C (0.343867, -2.876582, -0.758282)
O (1.243208, -3.527084, -0.225351)
N (0.305450, -1.521380, -0.686976)
C (1.314914, -0.988562, -0.072802)
N (1.431582, 0.317788, 0.163762)
C (2.482296, 0.676965, 1.104470)
C (3.059657, 2.051359, 0.866283)
H (3.734289, 2.344552, 1.664659)
H (2.325100, 2.825756, 0.682116)
S (4.059859, 1.781073, -0.639791)
O (3.212002, 1.909408, -1.790048)
O (5.252508, 2.577980, -0.599986)
C (4.435794, 0.022088, -0.309670)
C (3.583951, -0.364319, 0.884221)
H (4.181712, -0.508464, 1.782584)
S (2.652806, -1.947266, 0.527665)
H (5.501912, -0.059331, -0.127829)
H (4.166155, -0.530815, -1.205949)
H (2.087624, 0.589109, 2.130751)
C (0.386818, 1.230392, -0.238253)
H (0.835367, 2.089985, -0.742584)
H (-0.225542, 0.688601, -0.960711)
C (-0.492263, 1.671770, 0.941284)
C (-1.642297, 2.493075, 0.431259)
C (-1.545220, 3.875141, 0.345856)
C (-2.594957, 4.624258, -0.156144)
C (-3.753040, 3.997321, -0.581981)
C (-3.856683, 2.618704, -0.503759)
C (-2.806411, 1.871656, -0.001970)
H (-2.888207, 0.796121, 0.060486)
H (-4.758268, 2.124785, -0.834840)
H (-4.572479, 4.581358, -0.973485)
H (-2.508280, 5.699160, -0.214878)
H (-0.644520, 4.371180, 0.679800)
H (0.095354, 2.253089, 1.655203)
H (-0.867842, 0.778637, 1.445125)
H (-0.451097, -4.426519, -1.959745)
H (-1.138839, -2.805392, -2.261056)

Cartesian forces (eV/Å) of the 2 atoms listed first:
C -0.0955 -0.2299 -0.1026
H -0.0308 0.1631 -0.0288

Output
Spin multiplicity: 1
Electronic energy (eV): -49849.1049
HOMO energy (eV): -9.180
Relative energy (zero: lowest compared OMol25 entry of this formula, charge and spin) (kcal/mol): 16.9

Below is a molecular structure, C18H24N2OS2Y in a non-equilibrium geometry, with properties calculated with the ωB97M-V functional and the def2-TZVPD basis.

Cartesian coordinates (Å):
Y (-1.019968, 1.296228, 0.395498)
C (1.570649, -0.144696, -1.046772)
N (0.186907, -0.591368, -0.708401)
C (0.288484, -1.722253, 0.268292)
C (-0.858298, -1.768887, 1.238442)
N (-0.887174, -0.533711, 2.078749)
C (-2.138796, -0.493034, 2.873255)
C (0.290133, -0.467516, 2.959763)
C (0.489333, -1.509203, 3.861353)
C (1.573822, -1.509712, 4.716463)
C (2.469543, -0.448611, 4.674350)
C (2.261551, 0.596293, 3.790537)
C (1.167466, 0.610358, 2.915366)
S (0.983713, 2.030332, 1.846649)
C (-0.547320, -0.985908, -1.924642)
C (0.130535, -1.680750, -2.926281)
C (-0.499255, -2.046020, -4.101323)
C (-1.835363, -1.712980, -4.286698)
C (-2.516416, -1.033598, -3.293607)
C (-1.895063, -0.663018, -2.093751)
S (-2.953734, 0.138460, -0.886554)
H (2.220598, -0.986485, -1.283038)
H (1.989683, 0.382137, -0.196487)
H (1.531103, 0.518255, -1.905272)
H (1.220249, -1.597175, 0.818374)
H (0.348056, -2.662883, -0.278829)
H (-0.745118, -2.654749, 1.865200)
H (-1.809684, -1.838616, 0.717954)
H (-2.260497, -1.395326, 3.472260)
H (-2.990232, -0.422597, 2.194963)
H (-2.115805, 0.365392, 3.542660)
H (-0.214552, -2.333639, 3.902725)
H (1.713360, -2.326447, 5.412821)
H (3.325245, -0.429816, 5.339162)
H (2.947098, 1.434152, 3.768844)
H (1.171265, -1.950108, -2.787533)
H (0.048194, -2.588939, -4.861202)
H (-2.349211, -1.990233, -5.199589)
H (-3.563232, -0.787808, -3.420605)
C (0.392488, 4.506605, -2.869365)
C (0.757054, 3.388316, -1.932075)
O (-0.420178, 2.579028, -1.611275)
H (1.286003, 5.088672, -3.101273)
H (-0.345284, 5.175633, -2.423852)
H (0.000971, 4.122842, -3.817135)
H (1.120619, 3.759527, -0.978719)
H (1.510836, 2.732712, -2.356894)
H (-1.029780, 2.551144, -2.362509)

Cartesian forces (eV/Å) of the 2 atoms listed first:
Y 0.5488 -0.3900 -0.7646
C -0.1803 -0.0551 0.0143

Output
Spin multiplicity: 1
Electronic energy (eV): -46794.2097
HOMO energy (eV): -11.064
Charge: +1

Below is C18H24N4O in the gas phase in a non-equilibrium geometry, with properties calculated with the ωB97M-V functional and the def2-TZVPD basis.

Cartesian coordinates (Å):
C (1.366820, 3.266086, 8.196512)
C (1.562688, 3.457505, 6.832341)
C (0.805444, 2.771594, 5.776806)
C (-0.451783, 2.153336, 6.011607)
N (-1.184001, 1.529670, 5.057158)
C (-0.589067, 1.413474, 3.885604)
N (-1.075155, 0.630894, 2.879918)
C (-0.154084, 0.741474, 1.969322)
N (-0.274136, 0.054009, 0.746849)
C (0.823546, 0.245740, -0.246708)
C (0.994465, -1.056014, -1.030799)
C (-0.311387, -1.625913, -1.682405)
N (-0.275856, -1.662702, -3.152378)
C (0.067634, -2.924396, -3.901649)
C (-0.628278, -2.967108, -5.258814)
C (-0.373688, -1.693202, -6.034894)
C (-0.781910, -0.461777, -5.236930)
C (-0.006879, -0.437736, -3.916427)
C (-1.565237, -0.793336, -1.204773)
C (-1.509868, -0.650098, 0.371345)
O (0.915114, 1.517536, 2.318804)
C (0.669413, 1.890865, 3.586422)
C (1.379309, 2.619333, 4.497904)
H (1.973007, 3.802220, 8.929496)
H (0.565098, 2.637355, 8.576299)
H (2.363345, 4.129016, 6.521419)
H (-0.869616, 2.269678, 6.977608)
H (1.747447, 0.492434, 0.258172)
H (0.617080, 1.078792, -0.973015)
H (1.429981, -1.839857, -0.389243)
H (1.747907, -0.869854, -1.814240)
H (-0.399156, -2.670798, -1.348618)
H (1.137931, -3.023495, -4.026090)
H (-0.270789, -3.787322, -3.309046)
H (-1.709089, -3.083086, -5.121028)
H (-0.202812, -3.788521, -5.851363)
H (-0.935616, -1.720087, -7.008863)
H (0.690510, -1.611614, -6.218671)
H (-1.879779, -0.493795, -5.092293)
H (-0.515483, 0.418023, -5.813176)
H (-0.287308, 0.408356, -3.321180)
H (1.060304, -0.409848, -4.078510)
H (-1.599137, 0.192351, -1.628067)
H (-2.485095, -1.324207, -1.500225)
H (-1.511355, -1.663945, 0.796284)
H (-2.441035, -0.151969, 0.691079)
H (2.370555, 2.990939, 4.278457)

Cartesian forces (eV/Å) of the 2 atoms listed first:
C 0.3609 0.7523 -2.7041
C -0.3968 -0.5325 3.1269

Output
Spin multiplicity: 1
Electronic energy (eV): -27062.1388
HOMO energy (eV): -7.732
Relative energy (zero: lowest compared OMol25 entry of this formula, charge and spin) (kcal/mol): 61.5
SMILES string: C=Cc1cnc2nc(N3CCC(N4CCCCC4)CC3)oc2c1